A 5-piece molecular cluster, C30H72N5O8 overall in a non-equilibrium geometry, computed with ωB97M-V/def2-TZVPD.

Values from the calculation:
- Total energy: -56091.99175 eV
- E_LUMO: -4.131 eV
- Total charge: +1
- Orbital gap: 5.71 eV
- 2S+1: 1

Cartesian coordinates (Å):
C  4.86297  -2.82733  -3.16263
C  3.68324  -2.67930  -3.89914
C  2.40527  -2.38703  -3.16325
C  1.62725  -1.03663  -3.28312
C  0.35068  -1.41610  -2.44102
C  0.42363  -2.95763  -2.11343
N  1.34436  -3.42447  -3.19659
H  5.27036  -3.82107  -2.99266
H  5.33767  -1.93115  -2.76367
H  3.70972  -2.79033  -4.98324
H  2.69255  -2.39388  -2.10788
H  2.31539  -0.34379  -2.81409
H  1.49438  -0.93773  -4.36999
H  -0.54429  -1.14575  -2.99376
H  0.42913  -0.92988  -1.47107
H  -0.60283  -3.28054  -2.25427
H  0.87387  -3.07303  -1.13604
H  1.65094  -4.39895  -3.18438
H  0.75697  -3.30084  -4.02782
C  -3.48444  -0.54822  -3.92501
O  -3.07302  -0.23422  -2.60487
C  -2.69717  1.13241  -2.43246
C  -3.69973  1.87371  -1.57055
N  -4.96458  2.05405  -2.26903
C  -6.06236  2.51989  -1.42055
C  -6.51470  1.62306  -0.26986
O  -7.13814  0.41839  -0.67718
C  -6.25897  -0.64511  -0.98296
H  -3.57494  -1.63225  -3.99546
H  -4.45810  -0.10994  -4.15813
H  -2.74787  -0.21019  -4.66161
H  -2.55184  1.63320  -3.39408
H  -1.73435  1.13001  -1.91023
H  -3.29046  2.85412  -1.31106
H  -3.82413  1.29795  -0.64346
H  -5.23811  1.17329  -2.68396
H  -6.92170  2.67120  -2.07710
H  -5.79599  3.50099  -1.01584
H  -7.28053  2.17498  0.28010
H  -5.71243  1.41943  0.44949
H  -5.35217  -0.61928  -0.37217
H  -5.99649  -0.64352  -2.04536
H  -6.78563  -1.57836  -0.78080
C  -1.65128  -2.03995  1.19491
O  -1.97945  -2.33407  2.53155
C  -2.00190  -3.72930  2.82498
C  -0.84606  -4.11323  3.72676
N  0.42696  -4.02279  3.01652
C  1.60828  -4.11288  3.87542
C  1.81096  -3.02887  4.93118
O  2.09990  -1.74648  4.39691
C  0.96505  -0.98885  4.01181
H  -1.83483  -0.97878  1.02814
H  -0.58959  -2.24159  0.99422
H  -2.27214  -2.61338  0.49814
H  -2.00884  -4.33290  1.91237
H  -2.93615  -3.92378  3.35713
H  -0.99004  -5.13871  4.07710
H  -0.87379  -3.44681  4.59750
H  0.46228  -3.13995  2.52507
H  2.47891  -4.09384  3.21493
H  1.60594  -5.08924  4.36900
H  2.69361  -3.31011  5.51146
H  0.98444  -2.97586  5.64810
H  0.09527  -1.19185  4.64010
H  0.71645  -1.16634  2.96068
H  1.21728  0.06783  4.10914
C  1.07767  5.24218  -6.72599
O  0.51695  4.49205  -7.78810
C  1.31865  4.46488  -8.96503
C  1.89116  3.08072  -9.19823
N  2.90108  2.75086  -8.19756
C  3.30230  1.34776  -8.18726
C  2.24087  0.29842  -7.86145
O  1.77110  0.33417  -6.51768
C  0.74041  1.28269  -6.28029
H  0.31432  5.34714  -5.95629
H  1.94288  4.73390  -6.28575
H  1.37342  6.24017  -7.05906
H  2.10689  5.22168  -8.93414
H  0.65891  4.70797  -9.80185
H  2.34536  3.04205  -10.19198
H  1.05149  2.37367  -9.17744
H  2.54168  2.98557  -7.28204
H  4.09790  1.25430  -7.44323
H  3.74558  1.10469  -9.15748
H  2.71456  -0.68046  -7.97823
H  1.40059  0.31332  -8.56313
H  0.09271  1.42666  -7.14654
H  1.16614  2.23710  -5.96515
H  0.13099  0.91020  -5.45298
C  -0.92282  -0.15256  9.09878
O  0.41100  -0.62455  9.05230
C  0.94971  -0.71649  7.74013
C  2.03157  0.32187  7.51891
N  1.46886  1.66615  7.45484
C  2.46166  2.73809  7.51348
C  3.31578  2.86203  8.77403
O  2.59876  3.25621  9.92814
C  1.95356  2.20728  10.62835
H  -1.28790  -0.29308  10.11476
H  -0.98160  0.91374  8.85736
H  -1.56640  -0.71672  8.41712
H  0.17077  -0.64832  6.97393
H  1.40739  -1.70720  7.66052
H  2.54946  0.10416  6.57969
H  2.75225  0.22211  8.34043
H  0.82547  1.78859  8.22559
H  1.91628  3.67722  7.39334
H  3.12614  2.64356  6.64826
H  4.03674  3.66344  8.59193
H  3.90768  1.96113  8.97396
H  2.50413  1.26598  10.56067
H  0.92973  2.06929  10.27016
H  1.89350  2.49802  11.67731

Atomic partial charges in e from the Mulliken method, atoms 1 to 8: -0.60, -0.79, 0.00, -0.85, 0.15, -1.11, 0.09, 0.28